Below is 2 unconnected molecules or ions with the total composition C2H3BrO, with properties calculated with ωB97M-V/def2-TZVPD.

Element x y z (Å)
Br 2.22688 0.20644 0.13506
O -0.24670 -1.15473 0.01885
C 0.37250 -0.02473 0.37506
C -0.61713 0.03297 -0.67946
H -1.61784 0.39625 -0.50080
H -0.26146 0.06875 -1.70679
H 0.14376 0.47505 2.35809

The calculation puts the max |F| at 2.9 eV/Å. The orbital gap (alpha / beta) is 0.319 / 0.333 Ha. The charge is 0.

***

Below is 2 unconnected molecules or ions with the total composition C2H3BrO, with properties calculated with ωB97M-V/def2-TZVPD.

Element x y z (Å)
Br -1.62455 1.38595 -0.10238
O 1.53599 -1.51013 1.16509
C 0.66975 -0.72365 1.06164
C -0.24688 0.34906 -0.95292
H 0.42591 1.12205 -1.14776
H -0.53735 -0.29135 -1.64820
H -0.22287 -0.33192 1.62452

The calculation puts the max |F| at 4.6 eV/Å. The orbital gap (alpha / beta) is 0.273 / 0.338 Ha. The charge is 0. As for the spin multiplicity: 3.

***

Below is 2 unconnected molecules or ions with the total composition C2H3BrOS, with properties calculated with ωB97M-V/def2-TZVPD.

Element x y z (Å)
Br -2.47641 -1.08939 -0.17798
S 1.81181 -0.60308 -0.04760
O 3.53165 -0.90982 2.01045
C -1.51031 0.60991 -0.58004
C 2.80946 -0.84578 1.09256
H -1.62681 0.61324 -1.68544
H -0.49283 0.66991 -0.35916
H -2.04658 1.55502 -0.25279

The calculation puts the max |F| at 5.7 eV/Å. The orbital gap (alpha / beta) is 0.215 / 0.255 Ha. The charge is 0. As for the spin multiplicity: 3.

***

Below is a single C2H3BrS2 molecule, with properties calculated with ωB97M-V/def2-TZVPD.

Element x y z (Å)
Br 2.26610 -0.57831 0.50435
S -1.52929 -0.92625 1.25458
S -0.92945 1.76094 0.02683
C -0.65579 0.11061 0.33901
C 0.78622 -0.59105 -0.65134
H 0.63722 -1.63285 -0.94296
H 1.03021 -0.00480 -1.68093
H -1.60522 1.86172 1.15045

The calculation puts the max |F| at 4.3 eV/Å. The orbital gap is 0.307 Ha. The charge is 0. As for the SMILES: S=C(S)CBr.

***

Below is 2 unconnected molecules or ions with the total composition C2H3Cl2N, with properties calculated with ωB97M-V/def2-TZVPD.

Element x y z (Å)
Cl 2.37535 -0.74551 -1.04472
Cl -3.00141 -0.57054 -1.01331
N -0.53149 0.89686 0.23725
C 1.40444 -0.62011 0.49537
C 0.52329 0.31325 0.37800
H -0.60558 1.93060 0.20965
H -1.81465 0.02970 -0.57181
H 1.65005 -1.23425 1.30958

The calculation puts the max |F| at 3.0 eV/Å. The orbital gap is 0.352 Ha. The charge is 0. As for the SMILES: N=C=CCl.Cl.

***

Below is a molecular structure, C2H3Cl2N, with properties calculated with ωB97M-V/def2-TZVPD.

Element x y z (Å)
Cl -2.03922 -0.86532 -0.27983
Cl -0.24372 2.10005 0.25718
N 1.64929 -0.04812 -1.11939
C 0.24125 0.47882 0.01071
C -0.50481 -0.56169 0.63740
H 1.70024 0.70823 -1.79780
H -0.75186 -0.32736 1.70960
H -0.05117 -1.48462 0.58211

The calculation puts the max |F| at 6.0 eV/Å. The orbital gap (alpha / beta) is 0.295 / 0.378 Ha. The charge is 0.

***

Below is a gas-phase ion, C2H3Cl2N2 (charge +1), with properties calculated with ωB97M-V/def2-TZVPD.

Element x y z (Å)
Cl -1.86410 -0.99735 -1.90762
Cl 0.69900 -1.53158 -3.16650
N 0.18410 0.90316 1.52798
N -0.07615 -0.96641 -1.70180
C 0.51303 -0.55117 -0.68940
C -0.25231 -0.33055 0.93135
H -0.36713 1.13987 2.35596
H 1.25263 0.63441 1.81678
H -0.08906 1.69962 0.83325

The calculation puts the max |F| at 5.4 eV/Å. The orbital gap (alpha / beta) is 0.285 / 0.264 Ha. The charge is +1. As for the SMILES: [NH3+]C#CN(Cl)Cl.

***

Below is a single C2H3Cl2N2P molecule, with properties calculated with ωB97M-V/def2-TZVPD.

Element x y z (Å)
Cl -1.78545 -1.23265 1.02673
Cl -1.75223 0.49906 -1.25231
P 0.17397 2.24821 0.56767
N 1.49009 -1.13675 -0.86074
N -0.01057 0.75704 0.90610
C 0.20814 -1.24485 -0.70117
C -0.64713 -0.17700 0.04151
H 1.86290 -0.24893 -0.48961
H 0.74059 2.70056 1.82508
H -0.28031 -2.16468 -1.06325

The calculation puts the max |F| at 3.4 eV/Å. The orbital gap is 0.321 Ha. The charge is 0. As for the SMILES: [H]/N=C\C(Cl)(Cl)/N=P/[H].

***

Below is 2 unconnected molecules or ions with the total composition C2H3Cl2NO2, with properties calculated with ωB97M-V/def2-TZVPD.

Element x y z (Å)
Cl -3.42638 0.61098 -1.01575
Cl -4.40202 -0.33525 1.57244
O 0.09021 -0.77610 -1.99368
O -1.59557 -0.52098 2.16745
N -1.85443 0.00810 0.91984
C 0.79437 -0.20277 -1.23098
C -3.03175 0.14730 0.53121
H 0.46582 0.71870 -0.61159
H -2.40710 -0.68689 2.52951
H 1.80611 -0.59737 -0.88039

The calculation puts the max |F| at 4.3 eV/Å. The orbital gap is 0.382 Ha. The charge is 0. As for the SMILES: ON=C(Cl)Cl.C=O.

***

Below is a molecular structure, C2H3Cl2NO3, with properties calculated with ωB97M-V/def2-TZVPD.

Element x y z (Å)
Cl -1.55566 -0.17804 2.66568
Cl -2.73105 1.32774 0.48861
O -1.41110 -2.12823 0.64262
O 1.02424 -0.47166 0.23661
O -2.87555 -1.14228 -0.59055
N -2.03938 -1.17338 0.28064
C 0.11751 0.48563 0.11851
C -1.67792 0.06236 0.93238
H -0.33207 0.82817 -0.81467
H 0.33774 1.27706 0.89929
H 1.24979 -1.20128 -0.38255

The calculation puts the max |F| at 3.7 eV/Å. The orbital gap is 0.359 Ha. The charge is 0.

***

Please write out number 6 again, unchanged.
Below is a molecular structure, C2H3Cl2N, with properties calculated with ωB97M-V/def2-TZVPD.

Element x y z (Å)
Cl -2.03922 -0.86532 -0.27983
Cl -0.24372 2.10005 0.25718
N 1.64929 -0.04812 -1.11939
C 0.24125 0.47882 0.01071
C -0.50481 -0.56169 0.63740
H 1.70024 0.70823 -1.79780
H -0.75186 -0.32736 1.70960
H -0.05117 -1.48462 0.58211

The calculation puts the max |F| at 6.0 eV/Å. The orbital gap (alpha / beta) is 0.295 / 0.378 Ha. The charge is 0.

***

> What is the charge in the eighth record?

0

***

> Which of these has the lowest max |F|?

number 1